[1]
10
Properties=species:S:1:pos:R:3:forces:R:3 method="wB97M-V/def2-TZVPD" total_charge=+1 de_lowest_kcal_mol=69.2 homo_ha="-0.58860 / -0.58868" multiplicity=1 e_lumo_ev="-8.5 / -8.5"
O -2.05986 -0.87266 -1.40324 -1.438 -0.391 -1.009
N -1.42195 0.34539 0.60471 -1.600 -0.597 -1.046
N 0.83021 0.31438 0.86729 0.045 -0.780 -0.988
C -0.19223 -0.50054 -1.39329 -0.036 0.462 0.284
C -0.23843 0.85786 1.19006 0.417 0.247 0.313
C -0.91184 -1.35908 -2.08980 0.893 -0.402 -0.288
C -1.33044 -0.17167 -0.50501 1.646 1.359 2.573
H -0.44285 1.66089 1.89911 0.298 -0.069 -0.049
H -0.92109 -2.09186 -2.87202 -0.167 -0.245 -0.026
H 1.76060 0.53694 1.19020 -0.056 0.417 0.236

=====

[2]
30
Properties=species:S:1:pos:R:3:forces:R:3 method="wB97M-V/def2-TZVPD" total_charge=-1 de_lowest_kcal_mol=47.4 homo_ha=-0.20462 multiplicity=1 e_lumo_ev=1.3
Pt -1.19992 -1.02059 -0.92221 0.555 0.723 -0.644
Cl 1.48323 4.93859 -3.53495 -0.015 -0.096 0.023
O -1.89903 -0.32779 -2.73197 -0.455 0.274 0.220
O -1.75596 1.56143 2.04063 -0.048 -0.023 0.047
O 0.77486 -0.65794 -1.95421 0.266 -0.556 0.047
O -2.01886 0.52398 0.08410 -0.500 -0.226 0.546
O 0.54843 -3.70260 5.14509 -0.037 -0.002 -0.121
O -0.07372 -1.62814 5.79773 -0.066 0.012 -0.120
N -0.62980 -1.54351 0.86810 -0.048 -0.202 0.288
C -0.92707 -0.65172 1.83386 0.083 -0.370 -0.026
C -0.66218 -0.92770 3.15713 0.012 0.158 0.037
C -1.46569 0.77076 -3.14174 0.468 -0.234 -0.189
C 0.86779 0.57039 -2.26019 -0.011 -0.128 -0.260
C 2.08121 1.28511 -1.99589 -0.039 0.033 -0.128
C 1.21131 3.27940 -3.05601 0.055 -0.012 0.010
C -0.06938 -2.71710 1.17686 0.088 0.165 0.055
C -0.10609 -2.15326 3.50920 -0.114 0.002 -0.394
C 2.23554 2.58358 -2.37274 0.072 0.120 0.006
C 0.14651 -2.53535 4.97725 0.219 -0.050 0.504
C -0.17386 1.31336 -2.91691 -0.340 0.269 0.189
C -1.60589 0.59144 1.33643 -0.216 0.308 -0.195
C 0.03486 2.65787 -3.32050 0.024 -0.026 -0.007
C 0.19396 -3.04903 2.48727 0.040 -0.046 0.108
H 0.16568 -3.36272 0.34074 -0.015 -0.030 0.012
H -2.15182 1.34976 -3.77312 0.061 -0.001 -0.051
H -0.89621 -0.19991 3.92116 -0.013 -0.016 0.025
H -0.75988 3.18921 -3.83044 -0.021 -0.012 0.020
H 0.62836 -4.00156 2.75679 -0.005 -0.011 0.005
H 3.15526 3.10795 -2.14432 0.001 -0.004 -0.018
H 2.86838 0.75608 -1.47714 -0.001 -0.019 0.013

=====

[3]
12
Properties=species:S:1:pos:R:3:forces:R:3 method="wB97M-V/def2-TZVPD" de_lowest_kcal_mol=11.6 homo_ha=-0.35768 multiplicity=1 smiles=OB(O)CCF e_lumo_ev=0.4
F -1.49518 -0.56188 1.04171 -0.779 -2.235 1.420
O 0.60642 -1.00980 -1.52854 -1.718 1.795 -0.396
O 1.74862 -0.94729 0.53185 0.642 -0.588 0.805
C 0.20075 1.00858 0.13051 -2.723 -2.321 3.201
C -1.62072 0.58739 0.40704 3.578 3.074 -0.792
B 0.85699 -0.39924 -0.34126 0.480 0.592 -0.490
H -2.14701 1.39462 1.08779 0.940 -1.599 -1.698
H 0.04652 1.95666 -0.29361 0.668 0.962 -1.345
H 0.64994 1.14841 1.18853 -0.981 0.009 -1.545
H 0.96878 -1.76174 -1.94602 0.815 -1.114 0.059
H -1.97292 0.40358 -0.63330 -0.288 0.512 0.906
H 2.15781 -1.81930 0.35529 -0.636 0.912 -0.127

=====

[4]
20
Properties=species:S:1:pos:R:3:forces:R:3 method="wB97M-V/def2-TZVPD" total_charge=+2 de_lowest_kcal_mol=87.0 homo_ha=-0.64517 multiplicity=1 e_lumo_ev=-9.7
N 1.11723 -0.44616 -2.18720 -3.008 -0.314 1.551
N -1.33512 -1.43174 0.00126 0.524 0.758 -0.239
N 2.00348 0.03872 -0.18840 2.824 0.153 0.609
N -2.38948 0.55961 -0.53509 -0.086 -2.204 0.782
C 0.97059 -0.38709 0.55906 -0.217 1.077 0.132
C 1.27268 -0.05563 1.99335 1.291 -2.200 2.482
C -0.12210 -0.96350 0.07753 0.095 0.728 -0.058
C -2.87558 1.61304 -0.94619 0.232 1.069 -2.818
C 2.10007 -0.10345 -1.53679 2.895 -0.097 -0.636
C -2.46702 -0.69153 -0.35930 0.955 1.237 -0.682
H -3.41008 -1.11243 -0.68823 -0.037 -0.844 0.747
H 3.16721 -0.02783 -1.90503 -1.238 0.529 0.129
H -2.94602 1.82273 -2.03521 0.246 -0.260 0.497
H 1.53888 0.97585 2.23115 -0.440 0.190 -0.752
H -1.45269 -2.40785 0.15036 -0.403 -1.179 -0.079
H 2.93174 0.26775 0.27010 -1.911 -0.388 -0.354
H 2.30925 -0.60877 2.13290 -2.139 0.765 0.189
H 0.56805 -0.40633 2.80834 0.731 0.183 -1.314
H 1.06468 -0.33565 -3.15735 0.388 -0.445 -1.756
H -3.13316 2.40600 -0.32693 -0.701 1.241 1.572

=====

[5]
113
Properties=species:S:1:pos:R:3:forces:R:3 method="wB97M-V/def2-TZVPD" total_charge=-1 homo_ha=-0.19012 multiplicity=1 e_lumo_ev=0.1
S -1.24761 0.40894 -0.93781 -0.664 1.255 -0.093
P 1.36848 -7.17965 4.95012 -6.101 2.290 -5.437
P 4.44203 0.03964 2.26602 3.135 -0.124 -7.837
O 0.21925 -5.99864 4.80492 0.391 -0.301 1.077
O 4.57297 1.04742 0.95959 -0.768 0.182 0.738
O -1.79308 1.31549 -4.80838 -0.062 -1.439 0.627
O 2.45399 -6.41674 4.22199 2.030 -1.759 3.235
O 1.73876 6.96657 -2.58641 0.188 -1.147 -0.091
O 5.71306 0.51144 2.94126 -2.689 -0.375 3.171
O 3.60897 5.72852 -2.75521 -0.365 -0.069 0.100
O 5.02084 -1.33503 1.55663 -0.437 -0.105 0.968
O 0.86037 -8.14996 3.71536 0.721 -0.443 0.745
O 0.34139 -8.01165 5.99376 2.944 0.129 0.364
O 2.89546 -0.37578 1.75885 0.990 0.341 3.004
N -1.73377 2.86480 -2.22318 -0.544 -1.193 1.471
C -2.02176 -7.55046 5.99284 0.002 -0.094 -0.438
C 1.69656 -9.22624 3.30818 0.053 -0.276 -0.144
C -2.69747 4.23829 -4.19549 -0.283 0.055 0.459
C 0.56944 -4.61689 4.74529 -0.118 0.358 -0.368
C 5.21139 2.31758 1.05247 0.268 0.160 -0.292
C 2.22568 -0.01573 -0.52999 0.550 -0.220 -0.162
C 5.29988 -2.45798 2.38315 -0.015 -0.284 0.036
C 6.58115 2.24501 0.40838 0.139 -0.088 -0.060
C -3.30235 5.61837 -3.73958 0.967 0.501 -0.660
C -1.31242 0.06618 -4.53943 1.765 -2.497 0.631
C -4.60055 1.31718 0.28834 -0.673 -0.374 0.547
C 0.43624 -4.11991 3.32064 -0.035 -0.011 -0.142
C 0.66222 -1.36667 -3.79683 -1.636 -0.621 -0.482
C -4.44225 3.03529 -2.40357 -0.447 -0.238 0.615
C 1.78595 4.50597 -1.81552 -0.875 0.317 1.053
C -0.71287 -7.40264 6.74054 -0.296 0.158 0.844
C -2.56053 6.29240 -2.52481 0.080 0.891 -0.406
C -3.05906 1.61875 -4.14624 -1.410 0.593 0.471
C -1.51960 -2.46719 -4.29362 1.017 1.543 0.287
C -5.14021 2.79381 0.16139 0.144 -0.224 0.262
C -0.99038 6.27659 -2.61925 -0.566 0.034 0.039
C -2.08328 -1.17399 -4.62960 0.910 0.591 0.267
C 2.07865 0.43693 0.90590 -0.973 0.505 -0.146
C 0.09691 -0.08183 -4.12949 -1.018 -0.975 -0.358
C 2.45613 5.77551 -2.43143 -0.384 -0.473 0.001
C 1.41878 4.43920 -0.51365 0.120 0.456 -0.426
C -4.44458 3.66647 -0.95422 -1.142 0.362 0.032
C 1.17353 7.07907 -3.91297 -0.892 0.334 -0.923
C -0.41428 6.85727 -3.95263 0.818 -0.355 -0.284
C -6.70998 2.72613 0.03864 0.399 0.072 0.348
C -0.14241 -2.58842 -3.85025 -1.065 2.112 -0.688
C -1.64852 1.86487 -1.58212 1.758 -0.904 0.024
C 4.02213 -3.16004 2.80186 -0.050 -0.027 0.094
C 1.63045 -10.37742 4.29472 0.026 -0.016 0.116
B -2.98943 2.96664 -3.16506 -0.674 0.561 -2.369
H 2.28703 1.49898 1.03433 0.178 -0.105 -0.058
H -3.84607 1.83869 -4.93120 0.842 -0.360 0.571
H 0.26659 -3.57884 -3.56715 -0.235 0.876 -0.240
H 1.31638 5.35522 0.12280 0.564 -0.930 -0.556
H -1.99007 -7.06374 5.01832 0.096 0.110 0.126
H -3.44250 3.97366 -0.56666 -0.569 -0.456 -0.548
H 5.88230 -2.14950 3.25706 0.038 0.025 -0.026
H -2.84560 -7.12248 6.56723 0.082 -0.030 0.080
H -0.66486 5.21192 -2.52916 -0.094 0.905 0.105
H 3.42579 -2.51936 3.45879 0.002 -0.045 0.023
H -3.18366 6.32822 -4.61621 -0.231 -0.465 0.880
H -4.22800 0.86636 -0.66060 -0.167 0.532 0.710
H -4.91490 3.29556 1.14926 -0.283 -0.361 -0.951
H 3.25394 0.07421 -0.88343 -0.005 0.140 0.151
H -0.59222 -4.23883 2.97245 0.013 0.077 0.088
H -5.47833 0.67936 0.60895 0.897 0.482 -0.272
H -7.11521 3.72291 -0.26851 0.149 -0.851 0.204
H -5.05406 4.61905 -1.01912 0.705 -0.753 0.254
H -2.88544 5.90991 -1.52056 0.362 0.032 -1.007
H 1.54287 3.60270 -2.42926 0.978 0.962 0.208
H -0.57617 6.12293 -4.79177 -0.160 0.772 0.830
H 1.70033 6.37387 -4.60948 -0.459 0.498 0.698
H -3.14752 -1.06035 -4.95603 1.062 -0.371 0.378
H -0.87161 7.83042 -4.27071 0.136 -0.824 0.515
H 2.06356 -10.08948 5.25715 0.028 -0.053 -0.019
H 7.19922 1.47947 0.87931 -0.057 0.068 0.156
H 6.48902 1.97083 -0.64495 -0.059 0.106 0.028
H 0.71059 -3.06522 3.24926 -0.022 -0.032 -0.016
H -5.16446 3.58807 -3.07460 0.635 -0.461 0.744
H 2.72602 -8.87814 3.18122 -0.017 0.038 -0.031
H -2.17491 -3.36072 -4.35352 0.566 0.708 0.025
H -1.57600 4.30896 -4.30643 -1.080 0.114 -0.041
H 5.91831 -3.14118 1.79701 0.002 0.154 -0.077
H 1.04222 0.28361 1.21726 0.101 -0.080 0.127
H -4.39676 5.60488 -3.50944 0.800 -0.321 -0.227
H 7.09538 3.20626 0.47673 -0.031 -0.017 -0.023
H -7.04623 1.92159 -0.66561 0.326 0.823 0.393
H -0.48886 -6.36658 6.99233 -0.026 -0.027 -0.203
H 2.17827 -11.24294 3.91690 0.012 0.035 0.011
H 4.24442 -4.08690 3.33503 -0.038 0.018 0.007
H 1.06507 -4.69428 2.63956 0.134 0.032 0.125
H 4.59025 3.03430 0.50675 -0.094 -0.120 -0.037
H 3.40528 -3.39024 1.93171 0.075 -0.008 0.020
H -0.13279 -4.07560 5.38667 -0.066 -0.145 0.038
H -0.78536 -7.94453 7.68805 0.183 -0.078 -0.069
H 5.26835 2.66654 2.08405 0.095 -0.158 -0.002
H -2.23421 -8.60538 5.80521 -0.001 0.015 0.159
H -4.88615 1.99588 -2.30987 0.452 0.912 -0.147
H -3.08740 3.92948 -5.20402 0.187 0.629 0.721
H 1.37075 8.11139 -4.31717 0.107 -0.941 0.709
H -3.47640 0.78112 -3.52660 0.823 0.136 -0.702
H 1.58144 0.56971 -1.18663 -0.108 -0.060 0.138
H 1.33639 -9.55870 2.33261 -0.062 0.167 0.034
H -3.83117 1.17778 1.09474 -0.476 0.312 -0.947
H 0.59478 -10.66602 4.48192 0.041 0.011 -0.073
H -2.86445 7.38476 -2.53265 0.192 -0.978 0.087
H -7.11331 2.45639 1.05665 0.218 0.287 -1.006
H 1.56826 -4.43640 5.14405 0.020 -0.119 -0.132
H 1.16499 3.46851 -0.02836 -0.138 0.901 -0.674
H -0.60670 6.86704 -1.74013 -0.174 -0.680 -0.879
H 0.71550 0.83998 -4.08610 -0.504 -0.777 0.046
H 1.72574 -1.49213 -3.48574 -0.974 0.473 -0.276
H 1.95810 -1.07055 -0.62574 -0.204 0.089 0.023

=====

[6]
8
Properties=species:S:1:pos:R:3:forces:R:3 method="wB97M-V/def2-TZVPD" de_lowest_kcal_mol=67.6 homo_ha=-0.34782 multiplicity=1 e_lumo_ev=0.4
F -1.47972 -0.96695 -0.48654 0.413 1.998 0.470
O -0.85621 1.09987 0.49832 -0.668 0.702 -1.159
O 0.69846 -0.87549 0.84139 -1.606 1.519 -2.343
C -0.60040 0.01035 -0.17539 4.034 -3.029 1.859
C 0.89864 -0.21988 -0.42578 -0.583 -0.300 1.694
H 1.50419 0.70839 -0.30865 -0.555 -0.489 -0.463
H -1.45917 1.15476 1.24447 -0.356 -0.894 0.037
H 1.29422 -0.91105 -1.18781 -0.679 0.491 -0.096